AgH10O5 as an isolated structure at a distorted geometry. Source: OMol25; level of theory: ωB97M-V with the def2-TZVPD basis set.

Structure (ORCA input):
```
! wB97M-V def2-TZVPD RIJCOSX def2/J DEFGRID3
* xyz 1 1
Ag -0.289 -0.205 0.302
O 1.977 -0.864 0.673
H 2.926 -0.612 0.644
H 1.822 -1.195 1.555
O -2.412 0.965 -0.109
H -2.706 1.272 -0.985
H -2.959 1.438 0.494
O -0.501 0.262 2.497
H -0.016 1.128 2.400
H -1.224 0.518 3.064
O -0.008 -1.980 -1.499
H 0.093 -1.749 -2.428
H 0.906 -2.189 -1.369
O 0.694 1.093 -1.346
H 1.348 0.545 -1.760
H 0.349 1.576 -2.134
*
```

Properties
- frontier orbital gap (eV) = 10.1
- F_max (eV/Å) = 2.11
- HOMO energy (Eh) = -0.501
- relative energy (zero: lowest compared OMol25 entry of this formula, charge and spin) (kcal per mole) = 5.49
- total energy (a.u.) = -528.9257

natural (NBO) analysis output, partial charges in e: number 1, Ag, carries 0.92; number 2, O, carries -0.99; number 3, H, carries 0.51; number 4, H, carries 0.50; number 5, O, carries -0.97; number 6, H, carries 0.49; number 7, H, carries 0.49; number 8, O, carries -0.97; number 9, H, carries 0.49; number 10, H, carries 0.50; number 11, O, carries -0.94; number 12, H, carries 0.48; number 13, H, carries 0.48; number 14, O, carries -0.97; number 15, H, carries 0.48; number 16, H, carries 0.50